Here is a cluster of 4 separate species, C21H41F7N2O15P3S in total at a distorted geometry from the Open Molecules 2025 dataset. Energies are from the ωB97M-V functional and the def2-TZVPD basis.

Each line ends with the Löwdin charge.
CARTESIAN COORDINATES (ANGSTROEM)
C 2.543 -4.528 3.172  -0.05
C 2.619 -3.468 4.294  -0.41
C 1.692 -3.892 5.462  -0.07
C 4.044 -3.296 4.875  -0.15
C 4.621 -1.868 4.761  -0.11
C 3.617 -0.810 5.120  -0.23
C 3.372 -0.562 6.496  0.09
C 2.426 0.366 6.843  0.11
C 1.778 0.986 5.762  -0.30
O 0.810 1.891 5.959  0.13
N 2.121 0.694 4.524  -0.04
S 1.290 1.555 3.187  0.83
O 1.560 2.938 3.285  -0.18
O -0.066 1.147 3.227  -0.19
C 2.042 0.927 1.590  -0.47
F 3.300 1.362 1.574  0.15
F 1.991 -0.395 1.515  0.15
C 1.222 1.475 0.370  -0.36
F 0.094 0.744 0.360  0.15
F 0.854 2.743 0.531  0.17
C 1.945 1.226 -1.018  -0.55
F 2.984 0.419 -0.918  0.21
F 1.070 0.641 -1.829  0.19
F 2.252 2.387 -1.563  0.20
N 3.039 -0.199 4.120  0.19
H 1.601 -5.071 3.215  0.08
H 2.506 -3.977 2.228  0.07
H 3.402 -5.193 3.149  0.08
H 2.187 -2.552 3.884  0.10
H 1.921 -4.927 5.720  0.09
H 1.954 -3.318 6.358  0.06
H 0.639 -3.778 5.220  0.08
H 4.706 -3.939 4.296  0.11
H 4.059 -3.644 5.907  0.11
H 4.963 -1.718 3.737  0.13
H 5.501 -1.742 5.395  0.13
H 3.938 -1.112 7.233  0.15
H 2.176 0.600 7.866  0.15
H -0.008 1.409 6.161  0.17
C -3.373 -8.636 4.111  -0.11
O -2.380 -9.659 4.023  -0.28
P -0.829 -9.150 3.848  0.55
O -0.822 -7.957 4.745  -0.27
O -0.997 -8.741 2.292  -0.25
C -1.619 -9.656 1.374  -0.10
O 0.790 -9.371 3.679  -0.22
C 1.547 -9.643 4.871  -0.11
H -4.327 -9.113 3.890  0.09
H -3.406 -8.229 5.118  0.09
H -3.189 -7.844 3.386  0.09
H -2.626 -9.305 1.149  0.09
H -1.679 -10.666 1.774  0.08
H -1.033 -9.671 0.458  0.09
H 1.042 -10.363 5.511  0.09
H 1.710 -8.716 5.420  0.08
H 2.507 -10.053 4.567  0.09
C -1.874 3.026 -2.841  -0.10
O -2.169 4.244 -2.159  -0.28
P -1.772 5.620 -2.961  0.55
O -2.106 5.333 -4.373  -0.23
O -0.184 5.453 -2.635  -0.24
C 0.240 5.093 -1.319  -0.11
O -1.599 7.240 -2.940  -0.21
C -2.740 8.036 -3.335  -0.08
H -1.876 2.239 -2.086  0.09
H -2.643 2.808 -3.577  0.09
H -0.893 3.066 -3.316  0.09
H 0.544 4.053 -1.322  0.05
H -0.549 5.230 -0.579  0.09
H 1.092 5.714 -1.049  0.10
H -3.661 7.660 -2.895  0.09
H -2.824 8.041 -4.421  0.09
H -2.569 9.051 -2.985  0.09
C -1.916 5.316 -7.139  -0.12
O -1.752 5.508 -8.555  -0.27
P -2.885 6.426 -9.272  0.50
O -3.170 7.515 -8.309  -0.25
O -4.029 5.273 -9.275  -0.24
C -3.690 3.931 -9.637  -0.11
O -3.437 7.016 -10.691  -0.22
C -2.844 8.237 -11.172  -0.10
H -1.313 4.452 -6.866  0.09
H -1.551 6.179 -6.597  0.07
H -2.955 5.119 -6.884  0.08
H -3.654 3.316 -8.737  0.08
H -2.728 3.868 -10.143  0.08
H -4.465 3.549 -10.299  0.09
H -1.761 8.229 -11.057  0.08
H -3.264 9.084 -10.633  0.09
H -3.087 8.328 -12.228  0.09

Values from the calculation:
Kohn-Sham gap in eV: 5.38
Total charge: +1
Multiplicity: 1
E_LUMO in eV: -5.3

Here is a cluster of 20 separate species, C21H42BCl38FIO2 in total at a distorted geometry from the Open Molecules 2025 dataset. Energies are from the ωB97M-V functional and the def2-TZVPD basis.

Each line ends with the Löwdin charge.
CARTESIAN COORDINATES (ANGSTROEM)
O 7.277 -3.086 2.828  -0.09
C 7.106 -1.969 2.069  -0.29
O 8.201 -0.985 2.079  -0.10
C 5.720 -1.883 1.198  -0.15
B 4.428 -1.834 2.266  -1.07
F 3.445 -2.910 1.882  -0.17
I 3.454 0.149 1.938  0.64
H 7.809 -0.049 1.994  0.00
H 5.672 -1.010 0.420  0.07
H 5.606 -2.913 0.634  0.12
H 4.770 -1.945 3.396  0.01
C 0.755 0.789 -1.290  -1.06
Cl 0.208 2.300 -0.553  0.51
Cl 2.518 0.738 -1.404  0.46
H 0.413 -0.049 -0.679  0.03
H 0.332 0.710 -2.295  -0.09
C -3.891 1.646 -0.665  -1.01
Cl -2.790 0.393 -1.252  0.49
Cl -5.005 0.997 0.544  0.52
H -3.305 2.450 -0.213  0.03
H -4.467 2.036 -1.507  -0.01
C 8.370 -1.618 5.572  -1.03
Cl 6.699 -1.753 6.136  0.50
Cl 9.030 -0.015 5.916  0.48
H 8.978 -2.371 6.079  0.03
H 8.396 -1.789 4.493  -0.01
C 0.254 -1.180 -4.840  -0.98
Cl -0.814 -1.764 -3.558  0.51
Cl 0.522 0.562 -4.699  0.55
H 1.215 -1.695 -4.764  0.04
H -0.204 -1.392 -5.809  0.03
C 10.655 -2.260 0.283  -1.02
Cl 9.533 -1.464 -0.826  0.52
Cl 12.308 -1.684 0.038  0.48
H 10.352 -2.046 1.310  0.02
H 10.624 -3.338 0.106  0.03
C -5.896 -0.558 -3.989  -1.05
Cl -6.442 0.952 -3.252  0.53
Cl -4.132 -0.609 -4.102  0.48
H -6.237 -1.397 -3.378  0.04
H -6.319 -0.638 -4.994  -0.09
C -7.167 -1.716 1.895  -1.02
Cl -8.878 -1.817 1.460  0.48
Cl -6.468 -3.326 2.105  0.51
H -6.628 -1.194 1.101  -0.02
H -7.071 -1.162 2.832  -0.04
C 7.683 3.143 2.240  -1.05
Cl 6.577 1.782 2.017  0.56
Cl 9.325 2.580 2.571  0.53
H 7.690 3.748 1.330  -0.04
H 7.337 3.748 3.082  -0.07
C 10.055 5.892 1.055  -1.02
Cl 9.246 4.985 -0.229  0.54
Cl 11.773 5.482 1.138  0.51
H 9.954 6.961 0.853  0.03
H 9.585 5.651 2.011  0.00
C 13.635 3.061 -1.544  -1.04
Cl 13.042 1.689 -0.599  0.49
Cl 15.402 3.081 -1.595  0.49
H 13.251 2.983 -2.563  0.03
H 13.282 3.988 -1.085  -0.01
C -11.930 -1.297 4.085  -1.03
Cl -13.097 -2.625 4.076  0.51
Cl -12.748 0.268 4.161  0.50
H -11.280 -1.401 4.957  0.03
H -11.333 -1.342 3.171  -0.01
C -6.850 -3.225 -6.435  -0.97
Cl -8.017 -4.553 -6.444  0.52
Cl -7.668 -1.660 -6.359  0.51
H -6.199 -3.329 -5.563  0.03
H -6.252 -3.270 -7.348  0.04
C 4.935 6.334 3.450  -1.00
Cl 4.127 5.427 2.166  0.53
Cl 6.653 5.924 3.533  0.56
H 4.834 7.403 3.248  0.03
H 4.465 6.092 4.406  0.03
C -5.350 -2.865 5.765  -1.02
Cl -6.244 -1.430 5.247  0.53
Cl -6.432 -4.059 6.491  0.50
H -4.859 -3.311 4.897  0.02
H -4.600 -2.570 6.502  0.03
C -9.502 1.136 -9.008  -1.03
Cl -7.784 1.452 -8.737  0.50
Cl -9.802 -0.591 -9.241  0.48
H -10.069 1.481 -8.140  0.02
H -9.827 1.677 -9.900  0.03
C 2.378 -2.281 5.715  -1.02
Cl 0.708 -2.415 6.279  0.47
Cl 3.039 -0.678 6.060  0.48
H 2.986 -3.033 6.222  0.03
H 2.404 -2.452 4.636  0.02
C -12.165 -0.471 -5.881  -1.01
Cl -12.973 -1.378 -7.165  0.50
Cl -10.447 -0.882 -5.798  0.47
H -12.266 0.598 -6.083  0.03
H -12.635 -0.713 -4.925  0.03
C 2.513 4.479 -2.357  -1.05
Cl 1.966 5.989 -1.620  0.48
Cl 4.276 4.428 -2.471  0.49
H 2.171 3.640 -1.746  -0.06
H 2.089 4.399 -3.362  0.03
C -11.302 -5.090 1.663  -1.03
Cl -9.584 -4.773 1.935  0.47
Cl -11.602 -6.816 1.430  0.50
H -11.869 -4.744 2.531  -0.02
H -11.627 -4.548 0.771  0.03

Values from the calculation:
Kohn-Sham gap in eV: 6.46
Total charge: -1
Multiplicity: 1
E_LUMO in eV: 1.1

Here is a cluster of 3 separate species, C21H42BCl3F3N2O7 in total at a distorted geometry from the Open Molecules 2025 dataset. Energies are from the ωB97M-V functional and the def2-TZVPD basis.

Each line ends with the Löwdin charge.
CARTESIAN COORDINATES (ANGSTROEM)
C 6.155 0.066 0.303  -0.13
C 5.011 0.540 1.427  -0.67
Cl 4.044 -0.892 2.095  0.57
C 4.113 1.800 0.887  -0.51
Cl 3.785 2.898 2.390  0.50
B 2.725 1.390 0.108  -1.06
C 2.620 2.618 -1.030  -0.06
O 2.645 0.141 -0.674  -0.05
C 1.431 -0.552 -0.130  -0.09
C 0.476 0.466 0.778  -0.17
C -0.779 1.236 0.000  -0.02
C -1.448 0.352 -1.208  -0.56
O -1.552 0.874 -2.461  -0.11
Cl -2.115 -1.369 -0.952  0.52
C 0.270 0.134 2.377  -0.13
F 0.808 -1.175 2.814  -0.01
F 1.018 1.181 3.167  -0.01
F -1.143 0.216 2.842  -0.02
O 1.466 1.591 0.851  -0.09
H 6.070 0.652 -0.709  0.08
H 7.234 0.331 0.738  0.08
H 6.161 -1.111 0.144  0.06
H 5.656 0.960 2.340  0.09
H 4.787 2.441 0.152  0.11
H 2.673 3.663 -0.456  0.07
H 1.552 2.561 -1.505  0.05
H 3.493 2.526 -1.838  0.07
H 1.780 -1.523 0.471  0.10
H 0.963 -1.047 -1.088  0.12
H -0.338 2.239 -0.469  0.16
H -1.634 1.574 0.728  0.10
C 0.180 -6.077 -3.974  -0.11
O 1.361 -6.696 -3.484  -0.20
C 2.486 -6.565 -4.359  -0.21
C 3.515 -5.570 -3.794  -0.21
N 3.015 -4.196 -3.840  -0.06
C 3.799 -3.243 -3.041  -0.18
C 3.933 -3.512 -1.526  -0.20
O 2.722 -3.340 -0.788  -0.20
C 1.828 -4.442 -0.857  -0.09
H -0.663 -6.436 -3.378  0.09
H 0.232 -4.993 -3.858  0.07
H -0.003 -6.333 -5.021  0.08
H 2.187 -6.301 -5.382  0.12
H 2.957 -7.553 -4.403  0.11
H 4.442 -5.640 -4.375  0.12
H 3.732 -5.881 -2.768  0.09
H 2.058 -4.172 -3.507  0.06
H 3.322 -2.266 -3.167  0.12
H 4.801 -3.161 -3.478  0.11
H 4.626 -2.761 -1.129  0.11
H 4.392 -4.481 -1.304  0.11
H 2.349 -5.402 -0.901  0.08
H 1.154 -4.320 -1.707  0.07
H 1.210 -4.430 0.048  0.09
C -6.793 6.164 1.798  -0.11
O -6.015 5.876 2.952  -0.20
C -6.622 4.925 3.834  -0.20
C -5.900 3.568 3.768  -0.21
N -6.136 2.895 2.490  -0.06
C -5.238 1.760 2.233  -0.18
C -3.719 2.034 2.203  -0.21
O -3.283 2.806 1.083  -0.21
C -3.486 4.206 1.216  -0.08
H -6.381 7.060 1.327  0.09
H -6.731 5.349 1.074  0.07
H -7.838 6.357 2.056  0.08
H -7.700 4.819 3.651  0.12
H -6.502 5.325 4.846  0.12
H -6.253 2.931 4.586  0.12
H -4.835 3.764 3.924  0.10
H -6.028 3.559 1.732  0.06
H -5.524 1.352 1.257  0.12
H -5.443 0.976 2.972  0.12
H -3.222 1.063 2.100  0.10
H -3.344 2.459 3.140  0.12
H -3.356 4.552 2.244  0.09
H -4.471 4.476 0.830  0.07
H -2.745 4.714 0.589  0.10

Values from the calculation:
Kohn-Sham gap in eV: 6.91
Total charge: -1
Multiplicity: 1
E_LUMO in eV: 2.4

Here is a cluster of 7 separate species, C21H42F3NO16 in total at a distorted geometry from the Open Molecules 2025 dataset. Energies are from the ωB97M-V functional and the def2-TZVPD basis.

Each line ends with the Löwdin charge.
CARTESIAN COORDINATES (ANGSTROEM)
N -0.003 0.296 -0.146  0.39
H -0.405 1.073 -0.339  0.01
H -0.164 0.057 0.845  0.13
H 1.045 0.326 -0.038  0.12
H -0.380 -0.492 -0.590  0.10
O 1.895 -1.673 -1.219  -0.40
H 2.630 -1.969 -1.671  -0.16
C -0.692 -3.727 -2.993  0.03
C -0.173 -2.378 -3.607  -0.23
O -1.393 -1.699 -3.747  0.09
C -2.484 -2.416 -3.218  -0.52
O -3.675 -1.979 -3.368  0.07
O -2.085 -3.519 -2.751  0.12
F 0.247 -2.704 -4.889  0.05
H -0.234 -3.623 -2.111  0.09
H -0.363 -4.435 -3.524  0.08
H 0.419 -1.824 -3.031  0.08
C 3.050 -3.662 1.234  0.06
C 1.455 -3.605 1.425  -0.41
O 1.255 -3.681 2.793  0.15
C 2.248 -4.266 3.378  -0.66
O 2.224 -4.514 4.575  0.13
O 3.214 -4.432 2.538  0.06
F 0.833 -4.513 0.786  0.15
H 3.640 -2.762 1.360  0.09
H 3.388 -4.243 0.268  0.17
H 1.242 -2.586 0.991  0.14
C 3.595 -0.324 1.711  0.01
C 4.834 0.434 2.321  -0.27
O 4.301 1.510 2.997  0.16
C 2.999 1.689 2.590  -0.53
O 2.308 2.609 2.920  0.17
O 2.569 0.735 1.747  0.06
F 5.529 0.795 1.205  0.05
H 3.532 -0.973 2.347  0.03
H 3.666 -0.655 0.795  0.07
H 5.607 -0.163 2.838  0.18
C -3.872 1.732 -0.277  -0.17
O -2.724 1.777 -1.080  -0.23
C -2.995 1.452 -2.479  -0.12
C -1.871 1.967 -3.428  -0.35
O -0.800 1.568 -2.900  -0.16
C 0.387 1.769 -3.702  -0.14
C 1.567 1.750 -2.831  -0.26
O 1.389 2.628 -1.797  -0.20
C 2.473 2.886 -0.974  -0.09
H -4.727 2.585 -0.202  0.11
H -3.597 1.765 0.814  0.07
H -4.521 0.727 -0.550  0.13
H -4.083 2.049 -2.710  0.18
H -3.043 0.318 -2.654  0.12
H -1.838 3.045 -3.385  0.12
H -2.123 1.744 -4.450  0.13
H 0.164 2.877 -4.015  0.16
H 0.342 0.943 -4.517  0.17
H 2.487 1.896 -3.550  0.16
H 1.697 0.656 -2.230  0.16
H 2.745 1.984 -0.225  0.13
H 2.216 3.726 -0.350  0.08
H 3.327 3.310 -1.392  0.07
C -2.710 -2.388 0.492  -0.09
O -1.955 -1.527 1.373  -0.24
C -2.586 -1.322 2.659  -0.14
C -1.636 -0.413 3.400  -0.35
O -1.733 0.672 2.778  -0.14
C -0.932 1.820 3.260  -0.04
C -1.142 3.155 2.513  -0.12
O -0.712 2.879 1.167  -0.15
C -0.767 3.977 0.240  -0.04
H -2.692 -3.414 0.830  0.08
H -2.184 -2.526 -0.575  0.11
H -3.727 -2.188 0.130  0.09
H -2.734 -2.454 3.155  0.17
H -3.672 -1.061 2.382  0.15
H -0.690 -0.791 3.588  0.11
H -2.059 -0.147 4.355  0.13
H 0.123 1.415 3.380  0.14
H -1.482 2.173 4.137  0.13
H -0.706 3.802 2.975  0.03
H -2.054 3.582 2.286  0.12
H -0.154 4.733 0.441  0.07
H -1.596 4.422 0.123  0.04
H -0.473 3.742 -0.627  0.02

Values from the calculation:
Energy relative to the best compared isomer or geometry (same formula, charge and spin) in kcal per mole: 74.6
Kohn-Sham gap in eV: 8.50
Multiplicity: 1
E_LUMO in eV: 0.4

Here is a structure of composition C21H42F6Li2N3O33S6 at a distorted geometry from the Open Molecules 2025 dataset. Energies are from the ωB97M-V functional and the def2-TZVPD basis.

Each line ends with the Löwdin charge.
CARTESIAN COORDINATES (ANGSTROEM)
Li -4.778 2.101 -16.935  0.58
Li -7.127 2.928 -16.994  0.58
N -2.885 1.412 -16.796  -0.36
S -2.803 0.219 -18.004  0.60
O -1.458 -0.202 -18.359  -0.27
O -3.842 0.258 -19.017  -0.28
F -3.305 -0.954 -17.007  -0.19
S -1.731 2.344 -17.269  0.47
O -1.866 2.847 -18.617  -0.27
O -0.448 2.044 -16.727  -0.25
F -2.223 3.534 -16.267  -0.22
N -6.407 1.537 -15.920  -0.41
S -7.066 -0.023 -16.252  0.60
O -8.490 -0.118 -16.136  -0.23
O -6.303 -1.242 -16.137  -0.21
F -6.883 0.295 -17.840  -0.22
S -5.973 1.090 -14.552  0.41
O -4.641 0.537 -14.552  -0.25
O -6.960 0.570 -13.620  -0.25
F -5.764 2.607 -14.005  -0.19
N -5.568 3.646 -17.861  -0.38
S -5.144 5.253 -17.415  0.55
O -6.223 6.195 -17.470  -0.25
O -3.798 5.716 -17.566  -0.22
F -5.239 5.042 -15.834  -0.18
S -5.516 4.065 -19.391  0.49
O -4.236 4.437 -19.954  -0.22
O -6.715 4.595 -20.014  -0.24
F -5.565 2.531 -19.879  -0.20
C -2.535 8.052 -19.389  -0.01
O -2.806 9.363 -19.875  -0.03
C -2.674 10.453 -19.108  -0.60
O -2.464 10.397 -17.918  0.14
O -2.928 11.544 -19.810  0.00
C -2.966 11.561 -21.244  -0.03
H -1.621 8.054 -18.788  0.10
H -2.425 7.303 -20.166  0.10
H -3.276 7.815 -18.627  0.06
H -4.005 11.361 -21.502  0.09
H -2.333 10.835 -21.749  0.09
H -2.659 12.576 -21.483  0.09
C -10.002 2.534 -14.417  -0.01
O -9.816 3.918 -14.195  0.04
C -8.883 4.587 -14.802  -0.59
O -8.242 4.129 -15.727  0.05
O -8.706 5.769 -14.197  0.03
C -7.948 6.768 -14.914  -0.02
H -9.480 1.930 -13.673  0.10
H -9.749 2.207 -15.422  0.09
H -11.049 2.367 -14.164  0.10
H -8.307 7.121 -15.878  0.10
H -6.938 6.407 -15.102  0.07
H -7.808 7.575 -14.198  0.10
C -8.002 9.725 -20.733  -0.03
O -7.239 8.646 -21.239  0.01
C -7.789 7.545 -21.668  -0.61
O -8.932 7.203 -21.436  0.10
O -6.827 6.836 -22.260  0.02
C -7.108 5.506 -22.689  -0.05
H -8.862 9.449 -20.131  0.10
H -8.243 10.287 -21.643  0.10
H -7.318 10.441 -20.280  0.09
H -7.120 5.604 -23.782  0.09
H -8.058 5.047 -22.429  0.09
H -6.274 4.818 -22.577  0.09
C -9.449 0.570 -20.494  -0.04
O -9.682 1.944 -20.706  0.03
C -9.228 2.797 -19.769  -0.59
O -8.738 2.471 -18.707  0.08
O -9.744 3.958 -20.044  0.02
C -9.709 5.080 -19.175  -0.01
H -9.298 0.083 -21.457  0.09
H -10.194 -0.009 -19.947  0.10
H -8.505 0.394 -19.975  0.08
H -8.750 5.006 -18.662  0.07
H -10.522 4.922 -18.460  0.10
H -9.864 6.021 -19.689  0.08
C -8.179 -2.620 -24.787  -0.07
O -7.544 -1.448 -24.338  -0.01
C -7.045 -1.487 -23.069  -0.60
O -6.908 -2.500 -22.432  0.12
O -6.705 -0.279 -22.681  0.00
C -5.911 -0.094 -21.515  -0.03
H -7.632 -3.520 -24.498  0.09
H -8.233 -2.596 -25.873  0.09
H -9.165 -2.703 -24.327  0.10
H -4.870 -0.323 -21.732  0.11
H -6.318 -0.694 -20.701  0.09
H -6.017 0.921 -21.147  0.07
C -1.005 9.388 -12.330  -0.05
O -1.276 8.374 -13.276  -0.04
C -1.412 8.676 -14.601  -0.58
O -1.197 9.772 -15.048  0.14
O -1.755 7.607 -15.295  0.03
C -2.171 6.424 -14.667  -0.05
H -0.679 9.011 -11.363  0.09
H -1.866 10.022 -12.113  0.07
H -0.246 10.037 -12.770  0.10
H -1.500 6.077 -13.877  0.10
H -2.268 5.634 -15.404  0.07
H -3.093 6.556 -14.096  0.10
C -5.492 9.012 -16.833  -0.02
O -4.780 9.015 -15.605  -0.01
C -4.640 10.106 -14.860  -0.60
O -4.413 11.200 -15.287  0.16
O -4.946 9.766 -13.590  -0.02
C -4.776 10.632 -12.497  -0.06
H -4.914 8.384 -17.510  0.07
H -5.189 9.994 -17.215  0.10
H -6.520 8.664 -16.817  0.08
H -4.988 10.031 -11.614  0.10
H -5.448 11.490 -12.538  0.10
H -3.739 10.965 -12.443  0.08

Values from the calculation:
Kohn-Sham gap in eV: 9.07
Total charge: -1
Multiplicity: 1
E_LUMO in eV: 1.1